[1]
85
Properties=species:S:1:pos:R:3:mulliken_charge:R:1 method="wB97M-V/def2-TZVPD" homo_lumo_gap_ev=6.682 total_charge=-1
C 5.81894 -1.03321 3.07699 -1.20
C 4.30651 -0.87119 3.12672 -0.32
O 3.74339 -0.64153 1.87214 -0.35
P 3.01519 0.92514 1.65664 0.15
C 3.80294 1.03671 -0.07009 -1.29
C 5.29773 0.85975 -0.11076 0.66
C 5.80141 0.58985 -1.54455 -1.33
Br 6.20001 2.50135 0.51666 -0.19
O 2.20652 2.45731 1.36294 -0.07
C 0.80064 2.38181 1.22966 0.30
C 0.47505 2.88017 -0.16517 -0.01
C 0.52120 4.41335 -0.41226 -0.79
C 0.75488 5.34097 0.76165 -0.78
Br 2.64932 5.68684 1.11684 -0.22
C 0.48409 0.88543 1.48398 -0.66
B -0.86998 0.25216 0.96684 1.07
O -1.42916 -0.76334 1.74259 -0.72
O -1.52782 0.59797 -0.17634 -0.61
C -2.58704 -0.26758 -0.61000 -0.58
O 1.56415 0.12583 1.04645 -0.63
H 6.26821 -0.10452 2.74147 0.22
H 6.09411 -1.87167 2.44550 0.25
H 6.16684 -1.24814 4.08511 0.45
H 3.88194 -1.79781 3.53006 0.32
H 4.07463 -0.08530 3.85145 0.40
H 4.16886 1.60362 2.20772 0.28
H 2.44315 0.94945 2.98324 -0.01
H 3.60124 2.02374 -0.47127 0.19
H 3.36151 0.31471 -0.75190 0.44
H 5.63339 0.04553 0.51021 0.09
H 6.24458 1.47533 -1.97766 0.27
H 4.98566 0.24806 -2.16340 0.37
H 6.58966 -0.15577 -1.52997 0.35
H 0.33780 2.91407 2.06380 0.21
H -0.48206 2.51654 -0.52166 0.17
H 1.21941 2.42928 -0.80570 0.08
H -0.44676 4.70484 -0.81299 0.38
H 1.23995 4.68218 -1.17649 0.34
H 0.36883 6.31679 0.50830 0.46
H 0.26142 5.03766 1.67074 0.41
H 0.37464 0.85393 2.57962 0.02
H -0.67051 -1.20742 2.16749 0.32
H -3.43695 -0.24037 0.06260 0.08
H -2.91839 0.09480 -1.57749 0.37
H -2.23083 -1.27272 -0.75552 0.32
C -2.98800 -3.49917 -3.39321 0.56
O -3.06244 -2.67535 -2.48497 -0.61
N -4.08439 -3.86221 -4.12911 -0.38
N -1.82885 -4.10745 -3.72544 -0.37
H -4.05291 -4.53933 -4.86660 0.15
H -4.96079 -3.42820 -3.90476 0.23
H -1.01636 -3.88423 -3.17950 0.21
H -1.75365 -4.79032 -4.45364 0.15
C -4.78070 1.54400 3.21857 0.55
O -5.34714 2.57168 2.88554 -0.67
N -5.04143 0.92662 4.41574 -0.37
N -3.85269 0.92014 2.44108 -0.14
H -4.58642 0.08527 4.71438 0.17
H -5.71677 1.35916 5.01654 0.21
H -3.63122 1.34749 1.55960 0.06
H -3.37483 0.07292 2.69531 0.09
C -6.35984 -2.95950 -0.36006 0.61
O -6.37308 -4.18126 -0.46358 -0.68
N -7.26384 -2.29673 0.42731 -0.40
N -5.45874 -2.17978 -1.00730 -0.17
H -7.27279 -1.30071 0.53921 0.16
H -7.93749 -2.85048 0.92116 0.23
H -4.76265 -2.63131 -1.59322 0.08
H -5.43945 -1.18039 -0.92736 0.17
C -2.88581 -6.69680 -1.10688 0.59
O -1.88913 -6.05752 -1.39620 -0.60
N -4.13351 -6.15267 -1.08221 -0.21
N -2.82074 -8.02941 -0.77828 -0.41
H -4.95956 -6.66325 -0.83630 0.15
H -4.22643 -5.17506 -1.29265 0.13
H -1.91444 -8.45733 -0.77962 0.23
H -3.62109 -8.57851 -0.53103 0.14
C 4.64524 5.65434 -2.92906 0.54
O 4.05409 6.65929 -3.29420 -0.69
N 4.50692 5.11301 -1.69067 -0.01
N 5.51033 4.98282 -3.75769 -0.34
H 4.99603 4.28635 -1.39630 0.11
H 3.88155 5.56381 -1.04446 -0.05
H 5.63881 5.34969 -4.68093 0.20
H 6.00583 4.15575 -3.48342 0.16

***

[2]
83
Properties=species:S:1:pos:R:3:mulliken_charge:R:1 method="wB97M-V/def2-TZVPD" spin_multiplicity=6 homo_lumo_gap_ev="6.913 / 5.727" s2=8.763 total_charge=+1
O -2.18416 -2.40064 -1.83746 -0.29
O 1.19615 1.79544 -5.26234 -0.39
C -0.94068 -3.06114 -2.10335 0.12
C -0.59504 -4.03158 -1.00190 -1.12
H -0.11893 -2.31843 -2.18331 0.14
H -0.96227 -3.59256 -3.07724 0.26
H -0.29740 -3.52663 -0.07358 -0.02
H 0.28168 -4.57766 -1.35487 0.46
H -1.41244 -4.72815 -0.78881 0.34
C -2.26791 -1.19516 -2.61478 0.28
C -1.60885 -1.17095 -3.98284 -1.40
H -1.80415 -0.42892 -1.96790 -0.08
H -3.32994 -0.92654 -2.67484 0.20
H -0.54137 -0.94706 -3.88941 0.31
H -2.02350 -0.34910 -4.57293 0.42
H -1.73176 -2.10532 -4.53640 0.41
C 0.74134 2.63673 -4.20074 0.47
C 2.50235 1.28259 -5.02118 0.47
C -0.75763 2.82739 -4.31862 -1.09
H 1.23681 3.63085 -4.20378 0.35
H 0.97460 2.16925 -3.21798 -0.26
H -1.05835 3.07239 -5.33909 0.32
H -1.07429 3.62282 -3.64447 0.40
H -1.27600 1.91538 -4.01272 0.02
C 2.95192 0.45934 -6.20953 -1.36
H 2.44727 0.61913 -4.13347 -0.20
H 3.24666 2.08260 -4.82187 0.30
H 2.30175 -0.40716 -6.32227 0.30
H 3.95430 0.08285 -6.01587 0.40
H 2.95455 1.05026 -7.12702 0.35
H 2.15974 -0.45976 -0.48471 -0.09
Ru -1.38155 -1.17417 1.70707 0.15
C 2.42291 0.29293 -1.18750 -0.43
Si 3.74779 0.93127 -0.06705 0.25
H 2.67217 -0.23920 -2.13431 0.34
H 1.53249 0.92543 -1.39649 0.12
C 5.22565 -0.06179 -0.63092 -1.06
C 3.25586 0.60740 1.71918 -0.94
C 3.96452 2.72475 -0.48209 -1.03
C -2.86476 -2.23489 1.06703 -0.76
Si -3.45630 -0.34673 1.21405 0.86
H -3.42823 -2.91056 1.74352 0.44
H -2.88471 -2.74004 0.07618 0.34
C -4.80536 -0.47142 -0.06128 -1.12
C -2.07756 0.86327 0.68948 -1.24
C -3.85467 0.16106 2.96708 -1.17
H 3.52972 2.95376 -1.46436 0.27
H 5.04018 2.92735 -0.51320 0.35
H 3.50310 3.35365 0.28475 0.31
H 5.16843 -1.11311 -0.32194 0.33
H 6.12910 0.36604 -0.18814 0.34
H 5.30255 -0.03818 -1.72807 0.30
H 2.93932 -0.42550 1.92112 0.21
H 2.45878 1.27847 2.06457 0.19
H 4.12868 0.78825 2.35550 0.43
H -2.38496 1.14991 -0.32699 0.59
H -1.00730 0.53833 0.60933 0.32
H -2.13948 1.73168 1.35507 0.66
H -4.84071 0.63766 2.95394 0.40
H -3.11889 0.88407 3.34503 0.25
H -3.88071 -0.70616 3.63882 0.35
H -5.65492 0.17225 0.18812 0.47
H -5.15377 -1.51182 -0.10750 0.35
H -4.44163 -0.19211 -1.05481 0.20
O 1.24251 -3.86235 3.45000 -0.65
C 0.51152 -2.90736 3.10291 0.23
O 0.05161 -2.69590 1.90621 -0.31
C 0.14865 -1.87765 4.12146 0.18
C 0.32455 -2.01725 5.50596 -0.58
C -0.06561 -0.97018 6.31589 -0.66
C -0.48015 0.25787 5.76728 0.94
C -0.88678 1.38489 6.52490 -0.69
C -1.20237 2.58330 5.89394 -0.73
C -1.08900 2.70894 4.49242 -0.45
C -0.70910 1.61657 3.73139 -0.76
C -0.50554 0.36841 4.33836 0.17
N -0.38259 -0.77136 3.59176 0.44
H 0.71345 -2.96878 5.85787 0.54
H -0.00165 -1.07674 7.39659 0.45
H -0.94278 1.27562 7.61149 0.41
H -1.50842 3.44278 6.49180 0.39
H -1.27454 3.67003 4.00466 0.46
H -0.55399 1.69707 2.65514 0.60

***

[3]
20
Properties=species:S:1:pos:R:3:mulliken_charge:R:1 method="wB97M-V/def2-TZVPD" e_above_lowest_kcal_mol=114.7 homo_lumo_gap_ev=9.431
C -1.82757 -0.75776 0.47482 0.23
N -1.62414 -1.66886 -0.61406 -0.49
O -1.01855 -0.88125 1.44937 -0.79
C -1.58795 0.97470 -0.49683 -0.84
C -1.91393 2.00660 -1.05801 -0.17
H 0.29862 -0.46453 0.91823 0.42
H -2.86427 -0.49002 0.70205 0.35
H -2.34013 -1.60071 -1.32681 0.24
H -1.54500 -2.61451 -0.25857 0.22
H -2.16863 2.91542 -1.54870 0.44
C 1.78923 1.09071 1.10251 -0.94
C 1.77080 -0.67195 -0.65945 -0.86
N 1.00073 0.15164 0.28865 0.07
H 0.23604 0.67075 -0.22475 0.10
H 1.06598 -1.30569 -1.19358 0.26
H 2.49618 0.53561 1.71872 0.37
H 1.10781 1.64920 1.74143 0.31
H 2.33437 1.78432 0.46042 0.36
H 2.30727 -0.03494 -1.36433 0.36
H 2.48315 -1.28875 -0.11110 0.37

***

[4]
27
Properties=species:S:1:pos:R:3:mulliken_charge:R:1 method="wB97M-V/def2-TZVPD" e_above_lowest_kcal_mol=84.5 homo_lumo_gap_ev=8.494 total_charge=+1
N 1.28340 -1.15196 0.52598 -0.57
C 1.50450 -0.03593 -0.28868 0.70
C 2.60522 0.81705 0.25750 -0.98
N 3.44346 -0.12459 1.05872 -0.25
C 0.95532 0.01199 -1.66269 -0.93
C 0.14838 0.88013 -0.77869 -0.35
C -1.25074 0.43421 -0.39527 0.37
C -1.83235 0.97224 0.74881 -0.47
C -3.05808 0.45945 1.15954 -0.37
C -3.73708 -0.59274 0.46724 -0.46
C -3.20181 -0.89623 -0.83481 -0.63
C -1.96935 -0.46620 -1.10872 0.04
H 0.89101 -1.98577 0.07114 0.25
H 0.79825 -1.05210 1.39707 0.28
H 2.15620 1.58162 0.89388 0.37
H 3.38628 1.28485 -0.42508 0.31
H 4.33828 -0.27650 0.53831 0.37
H 2.67024 -0.86045 1.11104 0.37
H 3.75418 0.15334 2.01792 0.33
H 0.62663 -0.95870 -2.07899 0.32
H 1.57001 0.47101 -2.61208 0.25
H 0.19475 1.99287 -0.76878 0.56
H -1.50717 1.84880 1.30520 0.38
H -3.44388 0.88993 2.08075 0.35
H -4.80181 -0.99729 0.88444 0.26
H -3.82994 -1.66318 -1.39563 0.30
H -1.69389 -0.73584 -2.16809 0.20

***

[5]
24
Properties=species:S:1:pos:R:3:mulliken_charge:R:1 method="wB97M-V/def2-TZVPD" e_above_lowest_kcal_mol=40.8 spin_multiplicity=2 homo_lumo_gap_ev="8.736 / 3.154" s2=0.770 total_charge=+1
C -2.73960 -0.69807 0.46901 -1.02
C 0.21312 -2.15462 2.39794 -0.91
C -1.99508 -1.15462 1.70943 0.70
O -2.53731 -1.23972 2.78143 -0.57
N -0.65788 -1.38399 1.52284 -0.15
H -2.77876 -1.47940 -0.27716 0.33
H -0.38868 -1.49113 0.55584 0.19
H 0.42825 -1.65221 3.33590 0.28
H -3.71453 -0.31752 0.74498 0.30
H -2.13225 0.07697 -0.02693 0.18
H -0.18575 -3.17178 2.49031 0.32
H 1.13762 -2.37244 1.90259 0.35
C 0.74421 2.85350 -0.36142 -0.74
C 1.84318 -0.09616 -2.47578 -1.08
C 1.24258 1.23531 -2.16706 0.69
O 0.74830 1.96655 -3.00000 -0.40
N 1.25955 1.65273 -0.81832 0.07
H 1.84327 1.02278 -0.26457 0.33
H -0.13350 2.67518 0.29710 0.33
H 1.40360 3.34900 0.36278 0.36
H 2.91503 0.04073 -2.63436 0.37
H 0.44841 3.49149 -1.18178 0.37
H 1.45656 -0.88774 -1.84147 0.33
H 1.57966 -0.26483 -3.52129 0.35

***

[6]
17
Properties=species:S:1:pos:R:3:mulliken_charge:R:1 method="wB97M-V/def2-TZVPD" e_above_lowest_kcal_mol=83.3 homo_lumo_gap_ev=9.144
C 1.70972 0.40291 -1.12687 -0.55
C 0.31577 0.63783 -1.64092 -0.62
C 0.61842 0.80421 -0.17962 -0.17
C 0.04980 -0.15770 0.84223 0.21
C -1.38574 0.17772 1.20253 -1.46
C -0.57616 -2.51894 0.40819 -0.36
O 0.22733 -1.51088 0.28321 -0.05
H 2.05568 -0.62479 -1.08954 0.22
H 2.47491 1.13905 -1.35586 0.26
H 0.11971 1.52929 -2.22948 0.29
H -0.25322 -0.23849 -1.94050 0.23
H 0.65677 1.82533 0.19653 0.44
H 0.68108 -0.15354 1.73825 0.21
H -1.76470 -0.40319 2.04689 0.42
H -1.42728 1.23428 1.48262 0.39
H -1.45449 -2.17402 1.01956 0.13
H -2.04760 0.03093 0.34279 0.40

***

[7]
18
Properties=species:S:1:pos:R:3:mulliken_charge:R:1 method="wB97M-V/def2-TZVPD" e_above_lowest_kcal_mol=121.2 homo_lumo_gap_ev=8.303
C -0.09285 -0.75022 2.21831 -0.53
C 1.07073 -1.16451 1.60597 -0.41
C 1.56439 -0.64624 0.22781 0.16
C 2.83841 -0.32400 -0.07909 -0.51
N 0.40246 -0.18724 -0.61744 -0.26
C 0.15343 1.17841 -1.04456 -0.65
H -0.54801 0.18973 1.96037 0.19
H -0.65539 -1.33673 3.02437 0.22
H 1.70028 -1.79942 2.10509 0.42
H 3.28251 0.66847 -0.37497 0.21
H 3.61155 -1.03973 0.37784 0.23
H 0.18589 -0.86162 -1.43869 0.25
H -0.42053 1.71876 -0.27939 0.20
H -0.51001 1.14528 -1.97839 0.28
H 1.08576 1.85224 -0.95907 0.20
O -4.24178 1.04725 -1.58207 -0.63
H -4.94684 1.35376 -2.21375 0.32
H -4.87288 1.28127 -0.81534 0.32

***

[8]
21
Properties=species:S:1:pos:R:3:mulliken_charge:R:1 method="wB97M-V/def2-TZVPD" e_above_lowest_kcal_mol=51.3 homo_lumo_gap_ev="8.322 / 7.652" total_charge=+1
C -0.12338 -1.37776 1.50209 -1.18
C 0.22886 -2.25352 -0.74169 -0.88
C 1.79927 2.43600 -0.23151 -0.86
C -2.08559 1.50871 -0.26043 -0.56
C 0.45207 0.12010 -0.31610 -0.48
N -0.21007 -1.09027 0.05921 0.42
S 1.44458 0.98502 0.78378 0.10
Cl -2.92778 0.03616 -0.32178 -0.16
H -0.68858 -2.27837 1.73084 0.39
H 0.91565 -1.52229 1.79508 0.48
H -0.53773 -0.54569 2.06813 0.41
H -0.36934 -3.12586 -0.48948 0.39
H 0.11161 -2.04506 -1.80150 0.34
H 1.27587 -2.47004 -0.53194 0.37
H 0.85969 2.90906 -0.50223 0.26
H 2.35888 2.14190 -1.11426 0.31
H 2.39575 3.10841 0.37760 0.37
H -2.07119 2.06684 -1.17826 0.39
H -2.10455 2.02703 0.68192 0.37
H 0.53891 0.31589 -1.36888 0.46
H -1.26293 -0.94625 -0.14059 0.07

***

[9]
32
Properties=species:S:1:pos:R:3:mulliken_charge:R:1 method="wB97M-V/def2-TZVPD" e_above_lowest_kcal_mol=0.0 homo_lumo_gap_ev=8.330
C -4.93570 1.37343 -1.55040 -0.77
C -4.95788 2.40703 -0.73046 -0.08
C -3.91464 2.72599 0.29935 -0.78
N -2.94760 1.67427 0.49305 -0.14
C -1.65004 1.82627 0.13105 0.38
O -1.19950 2.88122 -0.27872 -0.71
C -0.78972 0.64275 0.28059 0.83
S 0.81568 0.81356 -0.34905 -0.30
C 1.15178 -0.81860 0.18039 0.47
C 2.43602 -1.44885 -0.02191 0.88
C 3.48139 -0.77434 -0.65280 -0.62
C 4.70117 -1.39619 -0.83265 -0.70
C 4.89430 -2.69457 -0.38714 -0.39
C 3.86009 -3.37165 0.24072 -0.58
C 2.63764 -2.75730 0.42422 -0.30
N 0.14684 -1.39244 0.76722 -0.51
C -0.94626 -0.60868 0.84103 0.20
C -2.14962 -1.17868 1.51821 -1.70
H -5.71594 1.20678 -2.27223 0.27
H -4.13014 0.65730 -1.55092 0.22
H -5.77075 3.11948 -0.76543 0.33
H -3.35106 3.61265 -0.01295 0.39
H -4.40520 2.95365 1.25470 0.35
H -3.30262 0.76576 0.73498 0.23
H 3.32854 0.23778 -0.99859 0.35
H 5.50582 -0.86756 -1.32180 0.39
H 5.84974 -3.17748 -0.52904 0.38
H 4.01051 -4.38317 0.58818 0.38
H 1.82190 -3.26795 0.91073 0.44
H -2.95661 -1.35774 0.80654 0.36
H -1.86701 -2.13332 1.95450 0.34
H -2.50489 -0.52165 2.31088 0.41

***

[10]
17
Properties=species:S:1:pos:R:3:mulliken_charge:R:1 method="wB97M-V/def2-TZVPD" e_above_lowest_kcal_mol=97.6 homo_lumo_gap_ev=9.736 total_charge=+1
C -0.86978 1.27724 -0.14150 -0.83
C -1.91690 -0.72351 0.01660 -1.25
C 0.46195 -0.82693 0.54160 -1.06
N -0.57786 -0.18452 -0.32453 -0.05
Si 2.80996 0.26005 0.02055 0.56
H -1.37115 1.70164 -1.01307 0.35
H -1.26679 1.28820 0.87427 0.39
H 0.00596 1.77618 -0.21829 0.36
H -1.80073 -1.77478 -0.01120 0.43
H -2.26321 -0.45984 0.96601 0.48
H -2.63048 -0.48003 -0.61220 0.50
H 0.65640 -1.74938 0.13824 0.55
H 0.08476 -1.05798 1.59732 0.35
H -0.38276 -0.51811 -1.23890 0.34
H 4.01615 -0.54837 -0.13404 -0.04
H 3.02165 1.41586 0.82665 -0.03
H 2.02282 0.60428 -1.28752 -0.06

***

[11]
9
Properties=species:S:1:pos:R:3:mulliken_charge:R:1 method="wB97M-V/def2-TZVPD" e_above_lowest_kcal_mol=53.9 homo_lumo_gap_ev=6.318
C 0.20123 0.68348 -1.05596 0.23
C 0.00381 -0.84144 0.96482 0.44
H 1.00459 1.23125 0.78045 0.37
N -1.22937 0.43747 -1.36647 0.18
N -1.86050 -0.32571 -0.69787 -0.03
N 0.39009 0.31409 0.26967 -0.27
O -0.96317 -1.58585 0.36683 -0.40
S 1.18484 1.37526 -2.12024 -0.20
S 0.33823 -0.78636 2.70739 -0.32

***

[12]
40
Properties=species:S:1:pos:R:3:mulliken_charge:R:1 method="wB97M-V/def2-TZVPD" homo_lumo_gap_ev=9.636
C 3.05131 0.17853 -0.92135 -1.38
C 2.04090 -0.24276 -1.98605 -0.56
C 1.26447 0.93957 -2.55840 -0.46
F 1.47114 1.04809 -3.93991 -0.42
C -0.25429 0.94785 -2.30247 1.41
O -0.28224 1.24760 -0.88891 -0.26
C -1.40981 1.05551 -0.14578 0.07
O -1.60248 0.05520 0.47270 -0.39
C -0.91584 -0.43016 -2.53658 0.00
C -2.41148 -0.44045 -2.79625 -1.33
F -0.27384 -1.01417 -3.62777 -0.41
P -0.99352 2.25929 -3.47042 -0.02
O 0.04514 3.50898 -3.16536 -0.54
O -2.22469 2.80887 -2.53295 -0.49
H 3.77412 0.89136 -1.32547 0.35
H 3.59070 -0.68456 -0.53091 0.41
H 2.53988 0.65924 -0.08358 0.29
H 1.36136 -0.97931 -1.55611 0.19
H 2.54377 -0.73661 -2.82017 0.44
H 1.63534 1.86778 -2.11875 0.66
H -2.07963 1.91894 -0.09960 0.30
H -0.70584 -1.04414 -1.65569 0.37
H -2.74588 0.35464 -3.46293 0.32
H -2.95950 -0.38892 -1.85550 0.34
H -2.65560 -1.39424 -3.26751 0.44
H 0.56721 3.67903 -3.96097 0.35
H -1.96213 3.59588 -2.03951 0.31
C -0.30129 -1.41154 5.27693 -0.54
C -0.94205 -1.03528 3.94193 -0.47
C 0.25726 -1.07960 3.00500 -0.03
O 1.13336 -2.08254 3.52669 -0.42
C 0.71919 -2.45524 4.84017 -0.47
H -1.00854 -1.79779 6.00972 0.34
H 0.20351 -0.54584 5.71125 0.26
H -1.67911 -1.78549 3.64878 0.29
H -1.43164 -0.06278 3.94868 0.33
H 0.78416 -0.11826 2.99257 0.14
H -0.01106 -1.33755 1.98194 0.03
H 0.27062 -3.45438 4.80593 0.28
H 1.59705 -2.49476 5.48660 0.27

***

no.,M (g/mol),energy (Ha)
1,739.19,-7451.1947
2,596.92,-2049.2798
3,116.16,-382.3198
4,163.24,-499.2177
5,146.19,-496.6668
6,98.14,-309.7097
7,101.15,-326.9382
8,154.69,-1111.0698
9,258.35,-1124.8368
10,90.22,-465.3463
11,147.18,-1112.5252
12,302.25,-1349.0261